{
  "formula": "C34H36GeNNiSSi",
  "method": "ωB97M-V/def2-TZVPD",
  "elements": ["Ni", "C", "C", "C", "C", "C", "C", "C", "H", "H", "H", "H", "H", "H", "H", "H", "C", "Si", "C", "C", "C", "C", "C", "C", "N", "C", "S", "H", "H", "H", "H", "H", "H", "H", "H", "H", "H", "H", "H", "C", "Ge", "C", "C", "C", "C", "C", "C", "C", "C", "C", "C", "C", "C", "C", "C", "C", "C", "C", "C", "H", "H", "H", "H", "H", "H", "H", "H", "H", "H", "H", "H", "H", "H", "H", "H"],
  "coordinates": [[0.2304, -0.0258, -2.1782], [0.9469, -3.3334, -2.5350], [0.4628, -2.0910, -3.2476], [-0.8000, -1.5562, -2.9259], [-1.1934, -0.3453, -3.5327], [-0.3216, 0.2511, -4.4683], [0.7460, -0.5023, -5.0499], [1.1357, -1.6632, -4.4475], [1.7764, -3.7947, -3.0765], [0.1530, -4.0828, -2.4489], [1.2955, -3.1258, -1.5217], [-1.4720, -2.0819, -2.2581], [-2.1725, 0.0746, -3.3328], [-0.6087, 1.1920, -4.9236], [1.2576, -0.1251, -5.9289], [1.9618, -2.2556, -4.8284], [3.2394, 1.9249, 2.9490], [3.6044, 2.9577, 1.4292], [5.4163, 3.4621, 1.5195], [2.5843, 4.5282, 1.4308], [3.3663, 1.9761, -0.1615], [4.4279, 1.8097, -1.0364], [4.2817, 1.1054, -2.2317], [3.0455, 0.5707, -2.5113], [1.9956, 0.7052, -1.6893], [2.1359, 1.3872, -0.5495], [0.7383, 1.5526, 0.4889], [3.4943, 2.4937, 3.8480], [3.8332, 1.0083, 2.9484], [2.1893, 1.6410, 3.0041], [5.5860, 4.0125, 2.4486], [5.7056, 4.1156, 0.6937], [6.0856, 2.5994, 1.5202], [2.7818, 5.1012, 2.3410], [1.5188, 4.3062, 1.3834], [2.8392, 5.1557, 0.5740], [5.3960, 2.2363, -0.7972], [5.1043, 0.9778, -2.9217], [2.8460, 0.0061, -3.4169], [-0.6071, 0.8798, -0.4730], [-1.7142, -0.2128, 0.6318], [-2.5886, 0.6365, 2.1961], [-3.9672, 0.7880, 2.3237], [-4.5255, 1.4347, 3.4209], [-3.7085, 1.9430, 4.4194], [-2.3305, 1.7991, 4.3142], [-1.7835, 1.1545, 3.2146], [-0.6649, -1.6868, 1.3837], [-1.0720, -2.3966, 2.5111], [-0.3195, -3.4569, 3.0010], [0.8599, -3.8195, 2.3653], [1.2807, -3.1198, 1.2416], [0.5229, -2.0624, 0.7562], [-3.2107, -0.9859, -0.3838], [-3.4605, -2.3568, -0.3961], [-4.5080, -2.8919, -1.1356], [-5.3318, -2.0590, -1.8784], [-5.1030, -0.6895, -1.8756], [-4.0538, -0.1645, -1.1338], [-1.1726, 1.7440, -0.8410], [-4.6258, 0.3883, 1.5598], [-5.6019, 1.5383, 3.4949], [-4.1406, 2.4480, 5.2751], [-1.6828, 2.1904, 5.0900], [-0.7045, 1.0504, 3.1490], [-1.9871, -2.1155, 3.0235], [-0.6524, -3.9979, 3.8792], [1.4509, -4.6449, 2.7448], [2.1998, -3.3982, 0.7391], [0.8432, -1.5196, -0.1304], [-2.8184, -3.0242, 0.1692], [-4.6736, -3.9628, -1.1378], [-6.1441, -2.4741, -2.4627], [-5.7352, -0.0311, -2.4595], [-3.8825, 0.9076, -1.1558]],
  "gap_ev": [4.83, 4.84],
  "energy_ev": -153605.5458,
  "relative_energy_kcal_mol": 0.0,
  "total_charge": -1
}

{
  "formula": "C34H39BrN4O2P2Sr",
  "method": "ωB97M-V/def2-TZVPD",
  "elements": ["Sr", "C", "C", "C", "C", "C", "C", "C", "C", "C", "H", "H", "H", "H", "H", "H", "H", "H", "H", "H", "H", "H", "H", "H", "H", "P", "P", "N", "N", "N", "N", "C", "C", "C", "C", "C", "C", "C", "C", "C", "C", "C", "C", "C", "C", "C", "C", "C", "C", "H", "H", "H", "H", "H", "H", "H", "H", "H", "H", "H", "H", "H", "H", "H", "H", "H", "H", "H", "H", "Br", "C", "C", "C", "C", "C", "C", "C", "O", "O", "H", "H", "H", "H"],
  "coordinates": [[2.1345, -1.6074, -0.1741], [7.2484, -0.6437, -0.7282], [6.8645, 0.6331, -0.7253], [6.6905, 1.5228, -1.9164], [5.9389, 0.9557, -3.1514], [4.8697, -0.0758, -2.8999], [5.0129, -1.2965, -2.3716], [6.2708, -2.0691, -2.6027], [7.5395, -1.4798, -1.9315], [-0.8524, -2.1491, -1.0966], [7.5432, -1.1286, 0.2148], [6.8893, 1.1809, 0.2330], [7.6779, 1.8451, -2.2897], [6.1866, 2.4424, -1.5770], [5.4636, 1.8291, -3.6437], [6.6852, 0.5827, -3.8731], [3.9461, 0.1197, -3.4572], [4.1720, -1.8669, -1.9959], [6.4900, -2.1237, -3.6850], [6.1063, -3.0949, -2.2386], [8.1535, -2.3337, -1.6024], [8.1208, -0.9198, -2.6803], [-1.1604, -2.5281, -0.1149], [-0.8681, -2.9150, -1.8870], [-1.3638, -1.2209, -1.3863], [1.0822, 0.5152, -2.2166], [1.7227, 2.0374, 0.6983], [1.6268, -0.7968, -3.4594], [0.1169, 1.3047, -3.4001], [3.0241, 0.6795, 1.1754], [2.1773, 3.1532, 1.8758], [2.5344, 1.6435, -2.0088], [2.5444, 2.6438, -0.8097], [1.5735, -2.1836, -3.2138], [1.9668, -2.8627, -4.3578], [2.2945, -1.8829, -5.3373], [2.0733, -0.6328, -4.7690], [-1.0820, 0.7291, -3.8786], [-1.8021, 1.7086, -4.5410], [-1.0193, 2.9150, -4.5229], [0.1601, 2.6318, -3.8446], [2.8935, -0.1357, 2.2965], [3.7285, -1.2308, 2.1637], [4.4803, -1.0588, 0.9817], [4.0441, 0.1411, 0.4037], [3.4722, 3.6066, 2.1698], [3.4325, 4.3254, 3.3506], [2.0735, 4.3120, 3.8204], [1.3244, 3.5831, 2.9181], [2.7299, 2.1850, -2.9489], [3.4107, 0.9947, -1.8568], [3.5677, 2.9672, -0.5508], [1.9810, 3.5495, -1.0998], [1.0759, -2.5809, -2.3347], [2.0121, -3.9400, -4.4704], [2.6406, -2.0756, -6.3429], [2.1841, 0.3535, -5.1917], [-1.2936, -0.3141, -3.6972], [-2.7803, 1.5843, -4.9775], [-1.3022, 3.8633, -4.9455], [1.0286, 3.2380, -3.6426], [2.2347, 0.1835, 3.0998], [3.8389, -2.0937, 2.8340], [5.2639, -1.6975, 0.5881], [4.4968, 0.6978, -0.3994], [4.2865, 3.3699, 1.4987], [4.2766, 4.7995, 3.8271], [1.7063, 4.7852, 4.7231], [0.2791, 3.3122, 2.8891], [-1.0497, -3.1924, 2.4784], [-2.1178, -1.6327, 2.7883], [-3.2787, -1.8050, 3.5601], [-4.0813, -0.7024, 3.8945], [-3.7120, 0.5756, 3.4708], [-2.5666, 0.7538, 2.6981], [-1.7708, -0.3512, 2.3158], [-0.6647, -0.1440, 1.2972], [-0.8962, 0.6491, 0.3541], [0.4139, -0.8145, 1.4485], [-3.5473, -2.7953, 3.9120], [-4.9566, -0.8437, 4.5284], [-4.3264, 1.4377, 3.7358], [-2.2687, 1.7476, 2.3703]],
  "gap_ev": 4.64,
  "energy_ev": -135397.0157
}

{
  "formula": "C24H35NO6S2",
  "method": "ωB97M-V/def2-TZVPD",
  "elements": ["C", "C", "C", "C", "C", "C", "C", "C", "N", "C", "O", "C", "C", "C", "C", "C", "C", "C", "O", "C", "O", "C", "C", "C", "O", "H", "H", "H", "H", "H", "H", "H", "H", "H", "H", "H", "H", "H", "H", "H", "H", "H", "H", "H", "H", "H", "H", "H", "C", "S", "O", "C", "H", "H", "H", "H", "H", "H", "C", "S", "O", "C", "H", "H", "H", "H", "H", "H"],
  "coordinates": [[-1.4961, -0.7280, 1.9971], [-2.2819, 0.0402, 0.8713], [-3.2955, 0.9740, 1.6279], [-3.0262, -0.9217, -0.1078], [-2.2025, -1.2723, -1.4099], [-0.7223, -1.4677, -1.0675], [-0.3057, -2.6676, -0.4828], [1.0224, -2.9043, -0.1017], [1.3775, -4.1443, 0.5364], [1.9325, -4.9275, -0.2320], [2.4604, -5.6723, -0.9653], [1.9542, -1.8977, -0.3247], [1.5869, -0.6723, -0.9456], [0.2512, -0.4694, -1.3151], [-0.1579, 0.8552, -1.9781], [-0.0850, 0.6666, -3.5271], [-0.7900, 1.8369, -4.2979], [0.2698, 2.7953, -4.9228], [0.3866, 3.9691, -4.0999], [2.6788, 0.3872, -1.1515], [2.7605, 1.0881, -2.1254], [3.7055, 0.4467, -0.0154], [4.0493, -0.7062, 0.5414], [3.4209, -2.0227, 0.0903], [4.0276, -3.0627, 0.0528], [-1.4948, -0.1784, 2.9507], [-0.4652, -0.8729, 1.6196], [-1.8973, -1.7476, 2.1459], [-1.6003, 0.6772, 0.2820], [-2.7006, 1.5305, 2.3742], [-3.8232, 1.6404, 0.9267], [-4.0017, 0.3113, 2.1639], [-3.9639, -0.4474, -0.4533], [-3.3029, -1.8440, 0.4358], [-2.5789, -2.2471, -1.7648], [-2.2997, -0.4788, -2.1617], [-1.0574, -3.4401, -0.2831], [-1.1603, 1.1927, -1.6662], [0.5405, 1.6482, -1.6687], [-0.5757, -0.2977, -3.7600], [0.9815, 0.5942, -3.7878], [-1.3695, 1.3616, -5.1122], [-1.4647, 2.3494, -3.5925], [-0.0118, 3.0518, -5.9572], [1.2775, 2.3351, -4.9543], [0.0259, 3.7744, -3.2254], [4.1133, 1.4137, 0.2923], [4.7723, -0.6771, 1.3679], [-0.8423, 6.3681, -0.8056], [-0.8583, 4.8772, 0.2001], [-0.8183, 3.7150, -0.7315], [-2.5558, 5.0447, 0.7712], [0.1282, 6.4396, -1.2941], [-1.6269, 6.3145, -1.5611], [-0.9917, 7.2391, -0.1670], [-3.2330, 5.0742, -0.0832], [-2.6521, 5.9566, 1.3610], [-2.7935, 4.1836, 1.3945], [3.3750, -4.6200, 4.4628], [2.0096, -3.4478, 4.4847], [2.2244, -2.5366, 5.6396], [0.7467, -4.6365, 4.9659], [4.2863, -4.0770, 4.2185], [3.4799, -5.0856, 5.4435], [3.1907, -5.3791, 3.7020], [1.0174, -5.1011, 5.9148], [0.6470, -5.3951, 4.1888], [-0.1974, -4.1057, 5.0768]],
  "gap_ev": 8.21,
  "energy_ev": -60898.6027
}